No. 1
ORCA calculation (the ωB97M-V functional and the def2-TZVPD basis) on a 17-piece molecular cluster, C57H180N42O17P8 overall at a distorted geometry.

Structure (XYZ):
```
304
Properties=species:S:1:pos:R:3:lowdin_charge:R:1
H 4.873 4.980 -0.346 0.090
O 0.598 3.579 3.486 0.041
H 1.599 2.941 -2.560 0.063
H -0.339 -4.924 6.210 0.048
N -1.211 6.018 -4.047 0.179
H 0.771 -9.083 1.879 0.081
N -5.514 4.961 -1.212 0.208
N 6.773 2.651 -2.277 -0.277
P 3.285 -6.567 1.333 0.651
H 1.752 -2.344 -1.249 0.061
N -6.358 -2.087 0.956 -0.294
H -4.181 1.807 3.690 0.074
H -2.542 -3.626 -8.937 0.074
H 6.137 -8.451 0.682 0.083
H 4.895 6.087 -3.756 0.085
H -6.700 7.701 6.014 0.089
H 0.385 6.634 4.320 0.116
H -9.604 0.559 -1.487 0.079
H 0.158 0.372 3.647 0.057
H 1.686 1.037 4.300 0.085
H -3.844 2.998 2.610 0.059
H -2.929 3.853 -3.930 0.106
C -4.472 6.637 5.409 -0.131
H 0.947 -2.026 -9.130 0.074
H 6.249 -3.098 3.119 0.120
O -6.115 4.828 2.916 -0.296
H 2.324 -2.123 -8.128 0.080
H 3.876 -7.489 -1.856 0.075
C 7.807 -3.035 -4.187 -0.136
N -4.668 5.993 0.416 0.165
N -1.993 -4.289 2.170 0.180
H -1.311 -0.509 8.957 0.081
H -0.399 -1.318 0.944 0.061
N 0.873 5.689 -3.403 0.189
H -3.587 6.201 4.947 0.065
H 3.044 0.037 5.651 0.079
H -5.607 5.845 0.758 0.091
O 7.117 2.939 -5.059 -0.321
H -2.107 1.111 -5.002 0.049
P -0.493 0.418 -1.252 0.673
H -2.012 -3.853 -5.652 0.074
H 2.738 0.577 -0.397 0.083
N -3.934 1.391 -2.381 0.196
H -2.528 -4.326 1.314 0.079
H -8.019 3.070 3.350 0.043
C -8.247 3.325 4.385 -0.141
H -0.457 3.852 -0.471 0.056
P 6.094 2.739 -3.947 0.662
H 1.805 5.072 1.922 0.078
H 0.161 -0.213 8.101 0.063
H -3.024 0.958 -2.450 0.043
H 8.774 -2.944 -4.682 0.086
O -0.159 8.111 -1.262 0.043
C -0.620 -0.959 8.245 -0.084
H 0.867 -8.112 0.403 0.059
N 5.190 1.268 -4.076 -0.281
H -3.887 -3.461 -7.663 0.077
H -8.631 4.341 4.292 0.078
H -1.602 -3.466 2.606 0.069
H -0.906 -4.040 7.507 0.086
H 5.550 -4.602 -0.241 0.064
H 7.313 -0.151 -3.685 0.051
C 0.705 2.353 -2.767 -0.110
N -6.301 0.669 1.310 -0.297
N -4.349 3.654 4.627 -0.277
C 1.454 -8.584 1.191 -0.130
C -3.011 -3.033 -8.152 -0.099
C -1.207 -4.350 -2.423 -0.770
H -4.679 1.104 -1.762 0.049
N -1.038 4.971 3.259 0.168
H -7.126 7.151 4.302 0.091
H 3.940 6.531 -0.063 0.122
P 6.773 -2.394 -1.612 0.551
C 4.017 0.853 -3.259 -0.108
O -0.327 -4.071 -3.243 0.020
C 4.883 -4.131 -0.964 -0.100
N 0.952 -0.460 -1.029 -0.282
H 1.694 5.497 4.680 0.131
H -2.442 8.271 -2.132 0.131
H -0.321 1.520 -7.905 0.077
C 0.021 -4.222 6.962 -0.145
C -0.678 1.398 -6.883 -0.108
H 4.613 -0.281 -5.488 0.066
N -1.113 0.507 0.382 -0.268
N -2.339 7.531 -1.452 0.176
C -3.868 3.474 6.035 -0.090
H 0.111 2.482 0.539 0.057
H 0.871 -2.345 -5.428 0.072
H 2.403 -1.016 0.440 0.046
C 0.181 4.694 3.725 -0.777
H 0.181 -5.444 -0.107 0.069
N 2.111 -7.590 2.038 -0.310
H 1.446 -4.971 -1.249 0.074
N 4.265 5.603 0.166 0.182
N 4.889 3.916 -4.016 -0.279
H 4.381 -4.943 -1.490 0.084
H -2.273 1.704 1.717 0.062
H -0.028 2.982 -3.272 0.066
H 9.524 -2.326 0.144 0.075
N 4.481 -1.053 1.788 0.180
H 2.328 -3.199 0.864 0.040
C -6.048 1.974 0.796 -0.119
H 2.642 -1.542 6.204 0.054
C 3.477 4.882 0.880 -0.820
C 1.675 -3.751 5.279 -0.083
H 3.570 -0.627 1.886 0.099
N -1.566 0.210 -6.733 -0.269
H 2.146 -9.318 0.777 0.074
H 2.435 -8.160 -0.992 0.037
O 4.436 -1.404 3.930 0.047
N 0.610 -1.345 -7.242 -0.314
H -4.314 -2.684 1.049 0.062
C -2.490 -0.782 6.707 -0.148
H -7.024 -0.310 2.858 0.074
H -0.201 -1.890 8.627 0.071
H 8.886 1.982 -2.182 0.059
H -8.054 3.211 6.833 0.082
C 0.258 3.033 -0.390 -0.071
N 0.785 5.708 4.293 0.184
C 0.016 5.747 -4.421 -0.803
H 2.007 -1.312 -2.642 0.055
H -6.495 2.114 -0.188 0.071
O -3.048 -6.227 2.858 -0.011
H -9.453 0.582 0.982 0.085
H 7.504 -4.049 -3.924 0.065
P -5.789 4.521 4.343 0.603
H 2.150 -0.118 7.061 0.065
H 0.917 -3.255 -7.783 0.083
C -2.216 -5.311 2.994 -0.712
C -2.322 0.143 -5.456 -0.094
H -7.944 1.097 2.356 0.065
C 1.879 -4.083 1.315 -0.083
H 1.443 -3.383 4.279 0.068
H -7.621 6.496 5.889 0.076
O 6.343 -1.206 -0.860 -0.266
O -5.619 -0.298 -1.007 -0.279
P -1.094 -1.030 -7.723 0.570
H -3.498 -2.250 -8.733 0.064
H -3.120 -2.427 -5.457 0.080
H -3.001 7.104 -0.820 0.070
H -8.001 1.245 -1.510 0.065
H 3.183 4.556 -5.181 0.078
N -2.054 -5.381 -2.477 0.151
N 0.696 -3.185 6.251 -0.298
H 4.805 1.137 -6.221 0.067
H -1.976 -0.561 -4.700 0.041
O -1.409 -0.079 -2.344 -0.295
C -6.940 0.744 2.593 -0.118
H -8.179 -3.110 0.155 0.068
C 8.188 -4.729 -1.204 -0.106
H -2.036 2.541 -3.186 0.071
C 5.606 -7.598 0.259 -0.133
C 8.137 -0.790 -3.369 -0.093
C 5.989 2.266 -1.147 -0.160
C -2.201 1.415 0.668 -0.133
H 0.748 -4.637 7.660 0.095
H -4.267 6.823 6.463 0.083
N 1.011 -0.642 5.293 -0.270
H 3.252 0.342 -3.843 0.069
N 5.509 -3.353 -1.995 -0.306
C -4.070 2.495 -3.076 -0.798
H 4.041 -3.667 -3.407 0.099
P -0.188 -1.853 5.616 0.698
H 9.023 -0.618 -3.981 0.092
H -6.407 1.223 3.414 0.077
H -2.633 2.693 3.921 0.068
H 1.567 0.463 0.764 0.076
H -3.935 6.313 1.033 0.111
H 2.658 -3.476 5.660 0.078
H -1.775 6.087 0.574 0.068
H -6.312 3.666 7.025 0.065
H 8.445 -0.353 -2.419 0.058
H 3.197 2.983 -4.646 0.053
N -2.915 2.979 -3.424 0.190
H 5.107 -2.225 -3.635 0.076
N -1.579 -5.162 4.158 0.156
N -7.009 3.528 5.057 -0.313
O -3.284 4.874 -0.763 0.018
H -3.169 0.974 0.430 0.068
C -3.690 2.780 3.667 -0.119
H 3.892 5.205 -2.508 0.045
H -2.151 2.340 0.094 0.064
H 1.254 3.478 -0.399 0.063
H -0.933 -2.976 -1.181 0.104
C -1.104 7.425 -0.959 -0.788
C 8.647 -2.904 0.437 -0.070
H -1.906 6.214 -4.754 0.125
H 5.485 5.182 -2.322 0.049
N -1.507 -3.792 -1.342 0.188
C 3.523 -8.139 -1.056 -0.097
C 0.730 0.577 4.552 -0.104
H -3.382 0.091 -5.704 0.094
H 2.334 -4.168 2.302 0.055
C -8.546 0.300 -1.497 -0.090
C 1.273 -1.604 -1.891 -0.096
H -0.154 6.554 0.500 0.088
H -4.075 4.397 6.577 0.061
H -2.116 -5.983 -3.286 0.111
C 1.059 -1.374 -5.886 -0.136
H 6.127 -2.461 1.521 0.057
O 3.615 3.699 1.045 0.054
H -6.744 -3.297 -0.722 0.079
H 6.182 1.256 -0.787 0.064
N 2.471 5.573 1.351 0.180
H -1.407 6.190 -3.071 0.065
H -6.979 -4.128 0.800 0.082
H 0.939 1.451 -3.332 0.073
H -1.281 5.934 3.440 0.096
H -6.812 2.063 6.537 0.078
H -4.219 2.578 6.548 0.074
H -5.478 -3.323 2.318 0.090
H -1.195 4.371 2.462 0.107
O -5.110 3.037 -3.236 0.032
C 1.988 -0.133 -0.046 -0.093
C -7.100 -3.167 0.300 -0.122
H -8.389 -0.335 -2.368 0.084
H 3.932 -9.145 -1.150 0.087
H 0.656 -7.819 3.557 0.085
C -2.152 -2.783 -5.811 -0.138
C -5.183 -2.491 1.679 -0.124
H -1.375 -2.490 -5.105 0.045
H -1.129 -0.602 2.297 0.056
C 8.226 2.813 -1.932 -0.096
C 1.244 -2.267 -8.109 -0.157
H -2.675 -5.707 -1.750 0.105
C 4.552 -2.835 -2.922 -0.094
C 2.220 -0.547 6.061 -0.147
H -1.246 -4.238 4.392 0.037
C -1.243 -0.684 1.216 -0.117
H 1.781 5.279 -3.568 0.078
H 5.924 -7.494 -0.778 0.068
C 4.932 -1.597 2.848 -0.777
N 4.141 -7.635 0.219 -0.279
H 3.765 -2.272 -2.422 0.054
N -8.164 -0.357 -0.243 -0.321
H -8.990 2.619 4.754 0.099
H 8.601 3.744 -2.357 0.073
H 6.015 -6.673 0.667 0.051
H 2.387 6.549 1.103 0.108
N -5.721 5.867 5.335 -0.294
C 4.774 5.190 -3.148 -0.058
H 7.372 -5.363 -0.856 0.051
H -2.401 0.060 6.021 0.063
P -6.497 -0.507 0.174 0.628
H -2.787 3.381 5.932 0.075
H -4.958 -1.713 2.408 0.074
H 1.316 -6.625 -0.876 0.052
C 1.205 -5.640 -0.422 -0.145
H 7.976 -2.221 0.956 0.042
N 7.613 -2.147 -3.081 -0.286
H -9.977 -1.157 0.415 0.090
O -1.152 -0.712 -9.145 -0.280
H 8.237 -4.844 -2.286 0.056
H -8.639 -0.906 1.551 0.056
H 8.979 -3.761 1.023 0.080
N 2.165 -5.378 0.605 -0.280
N -2.030 -2.387 -7.226 -0.272
C -6.787 6.880 5.302 -0.116
H 4.156 -3.495 -0.457 0.075
H -2.051 -1.387 1.012 0.065
H 0.794 -4.011 1.390 0.063
N -1.186 -1.290 6.923 -0.305
N 0.225 1.954 -1.461 -0.273
H 4.405 0.257 -2.434 0.062
N 7.911 -3.362 -0.798 -0.291
N 5.984 -2.334 2.513 0.176
H -3.197 -1.383 6.135 0.076
H 0.532 -6.365 2.531 0.058
N -1.067 6.601 0.070 0.166
O 4.224 -5.931 2.276 -0.299
C -7.045 3.123 6.430 -0.131
C 5.239 0.604 -5.375 -0.146
H 0.229 1.309 -6.286 0.055
O 0.257 5.459 -5.536 0.066
H 0.446 5.974 -2.533 0.080
C -9.212 -0.453 0.742 -0.125
H 7.119 -2.763 -4.988 0.072
H 4.232 3.279 -5.972 0.080
H 4.932 2.260 -1.410 0.052
H 1.675 -4.841 5.307 0.070
H -5.704 4.185 -1.830 0.074
H -6.415 5.292 -0.898 0.120
H -2.987 -0.506 7.637 0.082
H 9.207 -4.968 -0.901 0.090
H 2.144 -1.428 -5.975 0.067
H 0.344 -1.900 -2.378 0.048
H 5.100 -1.030 0.990 0.082
H 1.816 -6.339 3.705 0.058
H 0.733 -0.504 -5.316 0.065
H -1.581 -5.874 4.875 0.108
H -4.673 7.646 5.047 0.075
O -0.917 -2.314 4.371 -0.322
C -4.434 5.162 -0.519 -0.804
C 3.883 3.731 -5.044 -0.113
C 1.213 -7.007 3.090 -0.075
H -6.446 2.757 1.440 0.066
H -2.211 -4.186 -0.735 0.105
H -4.989 2.229 0.768 0.064
H 3.524 1.759 -2.906 0.043
H 8.391 2.922 -0.860 0.074
H 0.144 1.300 5.120 0.068
H 6.126 2.950 -0.309 0.072
H 6.259 0.359 -5.672 0.069
H -1.123 2.354 -6.608 0.080
```

As for the orbital gap: 7.16 eV. The largest force on an atom is 7.6 eV Å⁻¹.

No. 2
ORCA calculation (the ωB97M-V functional and the def2-TZVPD basis) on a 2-piece molecular cluster, C2H5OS overall at a distorted geometry.

Structure (XYZ):
```
9
Properties=species:S:1:pos:R:3:lowdin_charge:R:1
H -0.614 1.594 -2.569 -0.364
O -0.724 0.717 0.457 -0.124
S -1.902 1.174 -2.239 -0.142
H 1.492 -1.435 1.652 -0.011
H 0.704 -2.119 0.180 0.033
H -1.054 0.464 -0.534 -0.067
C 0.302 0.027 0.850 -0.388
C 0.801 -1.257 0.870 -0.053
H 0.993 0.834 1.333 0.117
```

As for the orbital gap: 7.43 eV. The energy above the lowest of the compared OMol25 structures with the same formula, charge and spin comes out at 120.9 kJ/mol. The charge is -1. The largest force on an atom is 3.7 eV Å⁻¹.